26
Properties=species:S:1:pos:R:3:forces:R:3 method="wB97M-V/def2-TZVPD" charge=+1 homo_lumo_gap_ev=9.35 e_homo_ha=-0.497 energy_ev=-15578.962 largest_force_ev_per_a=5.5 mol_weight_g_mol=163.2
C -1.0094 -0.7809 0.0264 1.81 -3.13 4.09
C -3.1339 0.3364 -0.4754 0.93 0.36 -2.32
C 0.1637 2.4968 0.6892 1.33 0.41 1.09
C 1.3433 -2.4037 1.2869 -0.34 -2.62 3.24
C 1.9523 -0.0917 -2.1075 0.14 -0.01 -0.16
C 0.4614 -0.9753 -0.4016 -0.87 2.55 -1.85
N -1.7638 -0.1089 -0.7687 -1.42 0.59 0.30
N 0.4497 1.1149 1.1173 -0.82 -0.90 1.83
O -1.2026 -1.2906 1.1351 -0.94 0.69 -0.95
O 1.4225 -1.5231 0.2084 -0.20 0.75 -1.81
O 0.6187 -0.3382 -1.5431 1.40 -1.12 0.76
H -3.7799 -0.2807 -1.0868 -0.49 -0.11 0.24
H -3.2453 0.1603 0.5488 -0.71 0.10 1.51
H -3.2596 1.3876 -0.8350 0.15 -0.79 0.75
H 0.9780 2.7216 -0.0568 -1.56 0.43 0.24
H -0.9598 2.6049 0.4144 2.31 0.07 0.19
H 0.4637 3.0010 1.6634 -1.03 0.89 -1.66
H 0.4478 -3.0247 1.3586 -0.11 0.36 -0.85
H 1.3470 -1.9681 2.3023 0.22 0.79 -0.85
H 2.1840 -3.1128 1.2741 -0.02 0.68 -0.58
H 2.2358 -0.8686 -2.8104 -0.32 -0.41 0.10
H 2.6519 -0.1242 -1.2689 0.06 0.61 -0.38
H 1.8822 0.8302 -2.7187 0.06 -0.33 0.98
H -1.3137 0.0739 -1.6027 0.39 0.90 -2.16
H -0.2108 1.0676 1.9137 -0.18 -1.04 -0.71
H 1.2770 1.0963 1.7368 0.21 0.28 -1.04


48
Properties=species:S:1:pos:R:3:forces:R:3 method="wB97M-V/def2-TZVPD" charge=+1 homo_lumo_gap_ev=8.24 e_homo_ha=-0.409 energy_ev=-42803.506 largest_force_ev_per_a=0.9 mol_weight_g_mol=462.2
Rh -0.3903 -0.0481 -0.2367 0.71 -0.17 0.57
C 2.2173 1.6580 -3.1080 0.00 -0.03 -0.02
C 1.2480 0.7249 -2.7637 0.02 0.10 0.10
N 1.0129 0.7731 -1.4476 -0.33 0.57 -0.55
N 1.7978 1.7457 -0.9422 0.21 -0.20 0.12
C 2.5371 2.2819 -1.9189 0.02 -0.01 0.00
B 1.8161 2.0079 0.5783 0.03 0.00 -0.04
N 0.4059 2.4899 0.9492 0.06 -0.03 0.32
C -0.0609 3.6747 1.3483 -0.06 0.01 0.00
C -1.4313 3.5710 1.5233 0.01 0.01 0.01
C -1.7301 2.2573 1.1939 0.05 -0.06 0.17
N -0.6046 1.6057 0.8758 0.07 0.50 -0.18
N 2.0420 0.6530 1.2892 0.09 0.02 -0.08
C 2.9693 0.3077 2.1944 0.02 0.03 -0.01
C 2.7993 -1.0228 2.5180 -0.04 -0.03 -0.02
C 1.7172 -1.4339 1.7414 0.11 0.04 0.00
N 1.2713 -0.4155 1.0061 -0.25 -0.48 -0.17
H 2.6207 1.8534 -4.0852 0.00 0.00 0.01
H 0.7230 0.0484 -3.4126 -0.08 0.05 -0.05
H 3.2433 3.0652 -1.7008 0.00 -0.01 0.01
H 2.6560 2.7992 0.8804 -0.04 0.01 -0.04
H 0.6065 4.5099 1.4793 0.00 -0.02 0.03
H -2.1155 4.3388 1.8362 0.01 0.00 0.00
H -2.6857 1.7608 1.1753 -0.01 0.04 -0.10
H 3.6875 1.0311 2.5423 -0.01 0.00 -0.01
H 3.3769 -1.6116 3.2079 0.00 0.00 -0.01
H 1.2672 -2.4091 1.6650 0.01 0.02 0.04
N -1.5067 -0.8958 1.4397 -0.59 0.10 -0.53
C -1.6423 -2.3591 1.7412 0.21 0.05 0.11
C -1.1676 -3.1535 0.5520 -0.07 0.04 0.06
C -2.0916 -2.9710 -0.6449 0.06 0.01 -0.07
C -1.2571 -2.8624 -1.8993 -0.15 0.12 -0.07
N -0.5531 -1.5420 -1.8850 0.37 -0.29 0.32
H -1.0721 -0.4311 2.2295 0.00 0.08 -0.02
H -2.4292 -0.4837 1.3401 -0.05 -0.05 0.12
H -2.6806 -2.5798 1.9875 -0.01 0.00 0.00
H -1.0423 -2.5861 2.6219 -0.01 0.08 0.03
H -1.0301 -4.2089 0.7912 -0.11 0.01 0.08
H -0.1832 -2.7557 0.2982 0.04 -0.16 -0.08
H -2.6478 -2.0314 -0.5712 -0.10 -0.07 0.08
H -2.8262 -3.7740 -0.7013 0.05 -0.02 -0.10
H -1.8781 -2.9200 -2.7932 0.05 0.00 -0.04
H -0.5211 -3.6641 -1.9532 0.05 0.03 0.03
H -1.1004 -0.8939 -2.4468 0.02 -0.02 -0.03
H 0.3513 -1.6439 -2.3290 0.06 -0.02 0.01
S -1.9523 3.0863 -2.8122 -0.02 0.00 -0.03
C -1.8973 1.7324 -1.9916 0.02 0.06 0.09
N -1.8694 0.7213 -1.3622 -0.41 -0.32 -0.05


68
Properties=species:S:1:pos:R:3:forces:R:3 method="wB97M-V/def2-TZVPD" charge=+1 homo_lumo_gap_ev=5.77 e_homo_ha=-0.383 energy_ev=-65263.625 largest_force_ev_per_a=0.9 mol_weight_g_mol=595.6
C 1.5631 -4.1610 -0.1633 0.15 -0.01 0.19
C 2.1598 -3.1805 -1.1651 0.02 -0.35 -0.04
C 1.4026 -3.0796 -2.4903 -0.08 0.29 0.30
C -0.1022 -2.7973 -2.3343 0.62 -0.03 -0.02
N -0.4912 -1.5878 -3.1072 -0.52 -0.39 0.59
C -0.4516 -0.4353 -2.1947 -0.17 0.14 -0.56
C -0.6671 0.8929 -2.9162 0.15 -0.54 0.08
C -0.0355 2.0514 -2.1796 -0.14 0.88 -0.20
C -0.6726 2.3625 -0.7964 -0.27 -0.55 -0.06
C 0.2671 2.3352 0.3609 0.24 0.46 -0.10
C 0.2252 1.4068 1.3760 0.09 0.09 0.12
I -1.1784 -0.1037 1.5232 -0.05 -0.14 0.14
C 1.1647 1.5211 2.4014 -0.21 -0.34 -0.03
N 2.0835 2.4640 2.3798 0.04 0.23 0.12
C 3.1145 2.5245 3.4442 -0.22 -0.04 -0.10
C 4.2712 1.6162 3.0910 -0.14 -0.46 0.08
O 3.8543 0.2802 3.3487 -0.25 0.15 -0.16
N 2.1748 3.3889 1.4352 -0.26 -0.35 0.07
C 1.2765 3.3405 0.4732 0.20 0.04 -0.15
C 1.3716 4.4597 -0.5209 0.36 0.19 0.22
C 0.2589 5.4737 -0.3648 0.07 -0.05 0.29
O -0.2636 6.0263 -1.2682 -0.45 0.16 -0.66
O -0.0350 5.7354 0.9465 0.15 -0.75 0.29
C -1.8124 -1.7551 -3.6265 -0.11 0.16 -0.27
S -2.1256 -1.6361 -5.1909 0.01 0.11 -0.16
S -3.1644 -2.1904 -2.4849 0.33 -0.12 0.36
C -3.8875 -0.5735 -2.1134 -0.35 0.54 -0.14
C -5.2374 -0.7640 -1.4285 0.28 -0.30 0.15
C -5.0992 -1.3051 -0.0082 -0.07 0.05 -0.28
H 1.4316 -5.1502 -0.5985 -0.06 -0.05 -0.11
H 0.6043 -3.8353 0.2354 -0.14 0.02 -0.04
H 2.2306 -4.2813 0.6888 0.03 -0.01 0.08
H 2.2639 -2.1955 -0.7016 -0.07 0.11 0.02
H 3.1687 -3.5275 -1.3888 0.15 0.15 -0.03
H 1.8186 -2.2553 -3.0669 0.12 -0.07 -0.20
H 1.5675 -3.9966 -3.0515 -0.06 -0.04 -0.14
H -0.6851 -3.6591 -2.6459 -0.11 0.01 -0.19
H -0.3220 -2.6546 -1.2746 -0.25 0.08 0.08
H 0.5311 -0.4329 -1.7215 0.09 -0.11 0.09
H -1.2277 -0.5747 -1.4354 0.19 -0.02 0.29
H -0.2268 0.8187 -3.9093 0.07 0.02 -0.08
H -1.7340 1.0600 -3.0623 -0.08 0.14 -0.03
H -0.1784 2.9430 -2.7904 0.09 0.06 -0.08
H 1.0453 1.9278 -2.1075 0.09 -0.24 0.12
H -1.4529 1.6282 -0.6039 -0.07 0.01 -0.01
H -1.1873 3.3202 -0.8448 0.07 0.20 0.06
H 1.1702 0.8365 3.2345 0.17 0.02 0.11
H 2.6295 2.1646 4.3463 0.10 0.02 0.18
H 3.3992 3.5620 3.5688 0.03 0.11 -0.14
H 4.5319 1.7330 2.0402 0.21 0.21 -0.03
H 5.1225 1.8593 3.7230 0.12 0.11 -0.03
H 4.0989 -0.2855 2.6122 0.15 -0.13 0.06
H 2.2960 5.0081 -0.3383 0.11 -0.05 0.09
H 1.4049 4.1115 -1.5435 -0.14 -0.05 -0.18
H -0.9538 5.4956 1.1227 -0.19 0.59 -0.03
H -4.0280 -0.0217 -3.0422 0.03 -0.11 -0.17
H -3.2614 0.0456 -1.4670 0.23 -0.14 0.05
H -5.8223 -1.4586 -2.0298 -0.23 0.09 -0.04
H -5.7449 0.1982 -1.4007 -0.10 0.07 -0.11
H -6.0724 -1.3593 0.4712 -0.05 -0.05 0.12
H -4.4588 -0.6486 0.5824 0.04 0.04 0.11
H -4.6627 -2.3010 -0.0203 0.04 -0.11 0.10
C 0.0456 -3.1669 5.1061 -0.26 0.15 0.12
C 1.2756 -3.8711 4.7822 0.02 0.01 0.00
N 2.2538 -4.4109 4.5254 0.07 -0.01 -0.07
H 0.1088 -2.7229 6.0983 0.07 -0.03 0.01
H -0.1364 -2.3701 4.3854 0.04 -0.04 -0.03
H -0.8077 -3.8426 5.0953 0.06 -0.07 -0.04


20
Properties=species:S:1:pos:R:3:forces:R:3 method="wB97M-V/def2-TZVPD" charge=+2 homo_lumo_gap_ev="4.97 / 3.27" e_homo_ha="-0.522 / -0.609" energy_ev=-62218.883 largest_force_ev_per_a=6.7 mol_weight_g_mol=281.1 spin_multiplicity=5
O -2.4517 -0.9684 -1.8434 2.19 2.08 2.54
C -1.7550 -0.4039 -1.1132 -2.71 -3.24 -3.88
Mn -0.7110 0.5924 0.1652 -2.00 -0.21 -1.24
C 0.4117 1.4939 1.3419 4.31 2.84 4.23
O 1.0289 2.1092 2.1050 -2.39 -1.84 -2.47
C -2.0990 1.7886 0.7297 -1.93 2.66 2.31
O -2.2621 2.7482 1.4185 -0.10 -1.91 -1.67
C -1.3253 -0.4801 1.5396 -2.05 -2.76 4.63
O -1.7521 -1.1201 2.4079 1.50 2.09 -3.01
C -0.3679 1.8594 -1.1361 1.17 4.03 -3.94
O -0.1285 2.6467 -1.9548 -0.84 -2.53 2.63
H -2.8769 1.2139 0.0796 -0.14 1.01 0.59
S 2.9664 -1.4500 -1.5530 0.39 -1.78 1.20
C 2.3775 -2.3759 -0.2032 2.38 0.06 -2.24
C 1.2558 -1.7950 0.3357 -1.93 2.84 -0.55
N 0.8654 -0.6171 -0.3245 2.85 -2.40 -0.52
C 1.6913 -0.3244 -1.3421 -0.96 -0.88 1.61
H 2.8403 -3.2870 0.1547 0.19 -0.05 -0.17
H 0.6917 -2.1702 1.1911 0.14 0.11 -0.24
H 1.6003 0.5401 -1.9986 -0.08 -0.13 0.18


14
Properties=species:S:1:pos:R:3:forces:R:3 method="wB97M-V/def2-TZVPD" homo_lumo_gap_ev=10.90 e_homo_ha=-0.358 smiles="[H]/N=C/C.C=C" energy_ev=-5782.566 largest_force_ev_per_a=1.0 mol_weight_g_mol=71.1
C -1.8708 0.5041 0.3873 -0.11 -0.18 -0.04
C 1.7327 -0.8415 0.3843 0.04 -0.03 0.05
C -1.3676 1.6696 0.7366 0.07 0.24 0.08
C 0.9702 -0.6033 -0.8702 0.23 0.62 0.05
N 0.3937 -1.5497 -1.4552 -0.38 -0.85 -0.30
H -0.1096 -1.3035 -2.3046 0.13 0.34 0.06
H -1.6498 -0.4026 0.9256 0.08 -0.14 0.13
H -2.5292 0.3989 -0.4593 -0.11 0.03 -0.17
H 1.2973 -0.2534 1.1907 0.02 0.08 0.12
H 1.7051 -1.8959 0.6419 0.01 -0.06 0.04
H 2.7648 -0.5189 0.2566 0.11 0.04 0.06
H -0.7109 1.7792 1.5846 0.11 -0.04 0.17
H -1.5900 2.5744 0.1945 -0.07 0.13 -0.13
H 0.9640 0.4427 -1.2126 -0.11 -0.18 -0.11